{"formula": "C4H9ClN2", "method": "ωB97M-V with the def2-TZVPD basis set", "total_charge": 0, "e_homo_ev": -8.809, "e_tot_ev": -19794.429, "smiles": "CN1NCC[C@H]1Cl", "spin_multiplicity": 1, "orbital_gap_ev": 9.757, "de_lowest_kj_mol": 144.7, "elements": ["C", "C", "C", "C", "N", "N", "Cl", "H", "H", "H", "H", "H", "H", "H", "H", "H"], "coordinates": [[-0.43309, -1.46343, -0.28220], [0.92332, -1.19599, 0.36431], [-1.06888, -0.07699, -0.51536], [0.56003, 1.93804, -0.27320], [0.68049, 0.03665, 1.13588], [-0.16534, 0.87097, 0.39317], [-2.72203, 0.02996, 0.15943], [-0.38399, -2.06861, -1.26671], [-1.01810, -2.01953, 0.47979], [1.22775, -2.05493, 0.94641], [1.57048, -1.00755, -0.44290], [-1.12017, 0.44794, -1.38776], [-0.10118, 2.76566, -0.41142], [1.20647, 2.42373, 0.46171], [0.88107, 1.66283, -1.30998], [-0.03682, -0.28875, 1.94882]], "forces_ev_per_a": [[-0.8, -1.1, -1.5], [-1.7, 0.5, -0.4], [1.8, 0.9, 4.8], [-0.8, -0.1, -0.6], [-1.9, -1.7, 3.2], [-1.1, -1.2, -1.2], [-0.3, -0.2, -0.1], [-0.1, 0.8, 1.7], [-0.1, 0.3, -0.8], [0.3, 0.1, 0.3], [1.5, 0.4, -0.7], [0.0, 0.4, -2.9], [-1.1, 0.5, -0.4], [0.9, -0.8, -0.5], [0.8, 0.3, 0.9], [2.5, 0.8, -1.9]], "lowdin_charge": [-0.2064, -0.2132, -0.6062, -0.1008, -0.0705, -0.2703, 0.5831, 0.1377, 0.0946, 0.1128, 0.0895, 0.0468, 0.0592, 0.0883, 0.0911, 0.1643]}